{"formula": "C23H29F6N4Si", "method": "ωB97M-V/def2-TZVPD", "total_charge": 1, "multiplicity": 1, "lumo_ev": -5.0, "e_homo_ev": -10.8, "gap_ev": 5.813, "species": ["C", "N", "C", "C", "F", "F", "F", "C", "C", "C", "C", "C", "C", "C", "C", "C", "N", "C", "C", "C", "F", "F", "F", "C", "C", "C", "C", "H", "H", "H", "H", "H", "H", "H", "H", "H", "H", "H", "H", "H", "H", "H", "H", "H", "H", "H", "C", "Si", "C", "C", "C", "N", "N", "H", "H", "H", "H", "H", "H", "H", "H", "H", "H"], "positions_angstrom": [[5.63, 2.74, 0.92], [5.51, 1.58, 0.08], [6.70, 1.21, -0.68], [6.66, 1.94, -1.99], [7.71, 1.70, -2.80], [5.50, 1.60, -2.66], [6.59, 3.30, -1.76], [4.31, 0.97, -0.11], [4.24, -0.38, -0.55], [3.01, -0.99, -0.67], [1.80, -0.28, -0.44], [0.56, -0.97, -0.54], [-0.64, -0.46, -1.07], [-1.81, -1.26, -0.99], [-3.04, -0.78, -1.35], [-3.14, 0.49, -1.96], [-4.38, 1.02, -2.25], [-4.77, 1.34, -3.60], [-5.38, 1.15, -1.20], [-5.03, 2.36, -0.38], [-5.91, 2.67, 0.60], [-3.79, 2.16, 0.21], [-4.90, 3.47, -1.20], [-1.96, 1.25, -2.20], [-0.75, 0.81, -1.72], [1.88, 1.09, -0.06], [3.11, 1.68, 0.14], [4.96, 2.65, 1.78], [6.66, 2.80, 1.29], [5.39, 3.67, 0.38], [7.58, 1.55, -0.11], [6.73, 0.14, -0.88], [5.16, -0.94, -0.73], [2.96, -2.04, -0.97], [0.56, -2.03, -0.25], [-1.73, -2.28, -0.62], [-3.97, -1.35, -1.21], [-4.23, 0.70, -4.31], [-5.84, 1.15, -3.69], [-4.56, 2.39, -3.85], [-6.35, 1.31, -1.67], [-5.37, 0.28, -0.53], [-2.07, 2.22, -2.70], [0.13, 1.43, -1.84], [0.97, 1.66, 0.13], [3.18, 2.72, 0.46], [-3.28, -1.43, 2.51], [-1.85, -2.61, 2.76], [-1.78, -3.24, 4.52], [-1.85, -4.11, 1.63], [-0.27, -1.67, 2.35], [0.94, -2.17, 2.69], [2.00, -2.56, 2.95], [-4.24, -1.96, 2.55], [-3.28, -0.67, 3.31], [-3.22, -0.90, 1.55], [-2.63, -3.90, 4.75], [-0.85, -3.82, 4.68], [-1.79, -2.41, 5.24], [-2.76, -4.72, 1.75], [-1.77, -3.84, 0.57], [-0.99, -4.75, 1.87], [-0.25, -0.67, 1.90]]}